<i>
A structure of composition C5H9N, computed with ωB97M-V/def2-TZVPD.

Atoms and positions in Å:
C1 0.392 1.360 -0.070
C2 1.891 -0.553 -0.066
C3 -0.488 -0.834 0.014
C4 -1.914 -0.281 -0.107
C5 -3.081 0.011 -0.205
H1 -0.535 1.855 -0.548
H2 1.451 1.893 -0.173
H3 0.043 1.315 1.229
H4 2.060 -1.545 -0.486
H5 2.756 -0.060 -0.418
H6 1.848 -0.636 1.064
H7 -0.210 -0.964 1.054
H8 -0.655 -1.740 -0.650
H9 -4.184 0.166 -0.021
N1 0.624 0.011 -0.616

Values from the calculation:
- LUMO level (eV) = 1.1
- frontier orbital gap (eV) = 10.26

<ii>
An isolated molecule of C5H9N, computed with ωB97M-V/def2-TZVPD.

Atoms and positions in Å:
C1 1.042 -1.791 1.164
C2 0.913 -1.591 -0.175
C3 -0.240 -1.020 -0.900
C4 -0.701 0.220 -0.790
C5 -0.202 1.261 0.193
N1 -0.598 2.613 -0.199
H1 1.262 -1.037 1.913
H2 1.437 -2.779 1.395
H3 1.573 -2.254 -0.736
H4 -0.798 -1.757 -1.466
H5 -1.677 0.451 -1.218
H6 -0.573 0.945 1.170
H7 0.880 1.131 0.164
H8 -1.164 3.031 0.527
H9 -1.155 2.578 -1.042

Values from the calculation:
- LUMO level (eV) = 0.5
- frontier orbital gap (eV) = 9.18
- SMILES = C=C/C=C\CN

<iii>
An isolated molecule of C5H9N, computed with ωB97M-V/def2-TZVPD.

Atoms and positions in Å:
C1 -0.360 1.443 -0.404
C2 -0.509 0.113 0.337
C3 -0.896 -1.009 -0.628
C4 0.794 -0.229 1.094
C5 1.834 -0.640 0.147
N1 2.576 -0.973 -0.675
H1 -0.099 2.259 0.280
H2 -1.293 1.712 -0.908
H3 0.426 1.376 -1.166
H4 -1.291 0.218 1.101
H5 -1.762 -0.718 -1.232
H6 -1.139 -1.940 -0.103
H7 -0.065 -1.212 -1.313
H8 0.631 -1.039 1.813
H9 1.153 0.639 1.659

Values from the calculation:
- LUMO level (eV) = 0.9
- frontier orbital gap (eV) = 12.38
- SMILES = CC(C)CC#N

<iv>
An isolated molecule of C5H9N, computed with ωB97M-V/def2-TZVPD.

Atoms and positions in Å:
C1 -1.275 0.982 0.466
C2 -1.957 -0.190 -0.185
C3 -0.573 -0.341 0.364
N1 0.503 -0.518 -0.588
C4 1.788 -0.936 -0.061
C5 1.596 0.439 -0.571
H1 -0.929 1.775 -0.189
H2 -1.610 1.315 1.445
H3 -2.788 -0.665 0.325
H4 -2.035 -0.186 -1.269
H5 -0.463 -0.913 1.284
H6 1.883 -1.067 1.018
H7 2.325 -1.670 -0.654
H8 1.973 0.735 -1.548
H9 1.560 1.239 0.163

Values from the calculation:
- LUMO level (eV) = 1.3
- frontier orbital gap (eV) = 10.04
- SMILES = C1CC1N1CC1

So which one is most stable? That would be <iii>, about 2.236 eV below the next structure.

<i>
A cluster of 2 separate species, C6H14N2O2 in total, computed with ωB97M-V/def2-TZVPD.

Atoms and positions in Å:
C1 -12.366 14.154 5.428
N1 -11.626 12.919 5.323
C2 -12.417 11.675 5.258
C3 -10.246 12.994 5.254
O1 -9.621 11.930 5.383
H1 -13.147 14.178 4.668
H2 -11.755 15.036 5.238
H3 -12.839 14.185 6.410
H4 -13.384 11.762 4.762
H5 -11.964 10.928 4.605
H6 -12.378 11.130 6.202
H7 -9.812 14.002 5.173
C4 -12.469 10.405 10.030
N2 -12.971 9.760 8.851
C5 -14.406 9.593 8.818
C6 -12.124 9.224 7.906
O2 -12.549 8.649 6.859
H8 -11.448 10.723 9.817
H9 -12.436 9.645 10.810
H10 -12.729 11.442 10.245
H11 -14.575 8.840 9.588
H12 -15.110 10.423 8.772
H13 -14.698 9.281 7.815
H14 -11.057 9.327 8.159

Values from the calculation:
- LUMO level (eV) = 0.6
- frontier orbital gap (eV) = 9.65
- SMILES = CN(C)C=O.CN(C)C=O

<ii>
A cluster of 2 separate species, C6H14N2O2 in total, computed with ωB97M-V/def2-TZVPD.

Atoms and positions in Å:
C1 -0.516 -2.676 -0.964
N1 -0.574 -1.261 -1.427
C2 -1.725 -0.459 -1.165
C3 -1.692 0.985 -1.516
O1 -2.731 -1.009 -0.774
H1 -0.165 -3.255 -1.830
H2 0.133 -2.878 -0.172
H3 -1.483 -3.100 -0.500
H4 0.322 -1.027 -1.981
H5 -0.704 1.497 -1.331
H6 -1.934 1.156 -2.492
H7 -2.490 1.510 -0.906
C4 -0.312 -0.123 2.005
N2 0.720 0.339 1.051
C5 1.421 1.406 1.453
C6 2.510 1.841 0.401
O2 1.204 1.908 2.527
H8 -0.747 -1.090 1.603
H9 0.156 -0.305 2.947
H10 -0.952 0.723 2.226
H11 0.858 -0.165 0.230
H12 3.098 1.138 -0.131
H13 2.349 2.559 -0.401
H14 3.255 2.287 1.148

Values from the calculation:
- LUMO level (eV) = 0.5
- frontier orbital gap (eV) = 10.16
- SMILES = CNC(C)=O.CNC(C)=O

<iii>
A cluster of 2 separate species, C6H14N2O2 in total, computed with ωB97M-V/def2-TZVPD.

Atoms and positions in Å:
C1 -0.542 0.905 2.451
N1 -0.426 1.361 1.044
C2 -1.601 1.386 0.267
C3 -1.434 2.186 -1.040
O1 -2.510 0.630 0.478
H1 -1.428 0.343 2.761
H2 0.317 0.253 2.603
H3 -0.418 1.831 3.039
H4 0.123 2.180 0.831
H5 -2.156 3.000 -0.921
H6 -0.465 2.609 -1.283
H7 -1.872 1.611 -1.848
C4 2.938 -0.600 -0.111
N2 1.601 -0.464 -0.617
C5 0.903 -1.660 -0.817
C6 -0.584 -1.450 -1.076
O2 1.440 -2.733 -0.700
H8 3.132 0.113 0.731
H9 3.186 -1.609 0.195
H10 3.794 -0.381 -0.781
H11 1.311 0.452 -0.896
H12 -0.547 -0.778 -1.962
H13 -1.120 -2.362 -1.329
H14 -1.076 -1.070 -0.191

Values from the calculation:
- LUMO level (eV) = 0.5
- frontier orbital gap (eV) = 9.81
- SMILES = CNC(C)=O.CNC(C)=O

<iv>
A cluster of 2 separate species, C6H14N2O2 in total, computed with ωB97M-V/def2-TZVPD.

Atoms and positions in Å:
C1 2.268 -0.215 -1.287
N1 2.306 0.055 0.121
C2 1.455 0.997 0.703
C3 1.576 0.992 2.206
O1 0.889 1.869 0.080
H1 1.557 0.466 -1.758
H2 3.225 -0.110 -1.797
H3 1.896 -1.211 -1.536
H4 2.456 -0.709 0.751
H5 0.699 1.332 2.746
H6 1.934 0.045 2.596
H7 2.392 1.675 2.470
C4 -2.830 1.136 0.032
N2 -1.710 0.240 -0.318
C5 -2.050 -1.014 -0.691
C6 -0.894 -1.990 -0.979
O2 -3.197 -1.432 -0.760
H8 -3.181 1.560 -0.908
H9 -3.641 0.556 0.462
H10 -2.496 1.923 0.699
H11 -0.804 0.483 0.060
H12 -0.317 -1.877 -1.890
H13 -0.204 -1.799 -0.142
H14 -1.327 -2.973 -0.862

Values from the calculation:
- LUMO level (eV) = 0.6
- frontier orbital gap (eV) = 10.04
- SMILES = CNC(C)=O.CNC(C)=O

So which one is most stable? That would be <iv>, about 0.531 eV below the next structure.

<i>
A cluster of 2 separate species, C6H14N2O2 in total, computed with ωB97M-V/def2-TZVPD.

Atoms and positions in Å:
C1 -2.017 -2.244 -0.010
N1 -2.017 -1.293 1.115
C2 -1.851 0.092 0.813
C3 -1.746 1.291 1.849
O1 -1.613 0.381 -0.316
H1 -1.203 -2.102 -0.802
H2 -1.823 -3.293 0.350
H3 -3.001 -2.278 -0.585
H4 -1.861 -1.728 1.943
H5 -0.822 1.845 1.604
H6 -2.773 1.736 1.595
H7 -1.788 0.966 2.943
C4 1.134 -0.245 -2.460
N2 1.328 0.639 -1.337
C5 2.551 0.445 -0.525
C6 2.590 1.363 0.662
O2 3.389 -0.307 -0.958
H8 0.909 0.498 -3.204
H9 2.121 -0.571 -2.801
H10 0.504 -1.054 -2.141
H11 0.459 0.897 -0.759
H12 2.079 2.375 0.447
H13 1.841 1.151 1.396
H14 3.610 1.436 1.181

Values from the calculation:
- LUMO level (eV) = 0.6
- frontier orbital gap (eV) = 9.55
- SMILES = CNC(C)=O.CNC(C)=O

<ii>
A cluster of 2 separate species, C6H14N2O2 in total, computed with ωB97M-V/def2-TZVPD.

Atoms and positions in Å:
C1 -0.052 -0.074 -2.776
N1 -1.102 -0.718 -2.022
C2 -0.690 -1.415 -0.927
C3 -1.708 -1.992 -0.031
O1 0.440 -1.678 -0.640
H1 0.136 -0.680 -3.669
H2 -0.226 1.040 -2.805
H3 0.884 -0.274 -2.186
H4 -2.061 -0.286 -2.165
H5 -2.095 -1.643 0.871
H6 -2.676 -2.208 -0.364
H7 -1.518 -3.029 0.252
C4 0.082 2.139 -0.152
N2 1.208 1.491 0.493
C5 0.676 0.996 1.671
C6 1.602 0.038 2.560
O2 -0.408 1.201 2.068
H8 -0.198 3.028 0.448
H9 0.393 2.568 -1.215
H10 -0.676 1.384 -0.328
H11 2.075 1.251 0.115
H12 1.501 -0.013 3.717
H13 1.365 -0.967 2.032
H14 2.640 0.094 2.508

Values from the calculation:
- LUMO level (eV) = 0.8
- frontier orbital gap (eV) = 10.37
- SMILES = CNC(C)=O.CNC(C)=O

<iii>
A cluster of 2 separate species, C6H14N2O2 in total, computed with ωB97M-V/def2-TZVPD.

Atoms and positions in Å:
C1 0.684 1.512 -2.217
N1 1.345 1.099 -0.916
C2 1.906 -0.210 -0.808
C3 2.590 -0.444 0.483
O1 1.922 -0.815 -1.845
H1 0.052 2.465 -2.179
H2 1.436 1.945 -2.954
H3 0.170 0.821 -2.708
H4 0.774 1.384 -0.062
H5 2.282 0.492 1.071
H6 2.235 -1.330 0.937
H7 3.735 -0.548 0.191
C4 -0.920 -1.653 2.324
N2 -1.917 -1.141 1.408
C5 -1.832 0.165 0.795
C6 -2.793 0.572 -0.268
O2 -0.798 0.780 1.012
H8 0.070 -1.804 1.655
H9 -0.646 -0.939 3.058
H10 -1.322 -2.631 2.729
H11 -2.963 -1.420 1.307
H12 -2.077 0.595 -1.217
H13 -3.774 0.207 -0.209
H14 -2.762 1.689 -0.252

Values from the calculation:
- LUMO level (eV) = 0.7
- frontier orbital gap (eV) = 9.64
- SMILES = CNC(C)=O.CNC(C)=O

So which one is most stable? That would be <i>, about 0.384 eV below the next structure.

<i>
A cluster of 2 separate species, C6H14N2O2 in total, computed with ωB97M-V/def2-TZVPD.

Atoms and positions in Å:
C1 2.241 1.007 -1.646
N1 2.048 -0.427 -1.783
C2 1.271 -1.145 -0.982
C3 0.917 -2.522 -1.529
O1 0.863 -0.745 0.113
H1 1.739 1.344 -0.737
H2 3.356 1.289 -1.515
H3 1.768 1.450 -2.504
H4 2.315 -0.877 -2.685
H5 1.870 -2.943 -2.010
H6 0.550 -3.233 -0.723
H7 0.122 -2.386 -2.268
C4 -2.831 -0.527 0.911
N2 -1.618 0.197 1.296
C5 -1.631 1.424 1.817
C6 -0.286 2.031 2.096
O2 -2.672 2.019 2.095
H8 -3.663 0.012 1.334
H9 -2.933 -0.562 -0.106
H10 -2.726 -1.568 1.294
H11 -0.750 -0.289 1.076
H12 0.419 1.578 1.411
H13 -0.340 3.126 1.955
H14 -0.029 1.746 3.092

Values from the calculation:
- LUMO level (eV) = 0.5
- frontier orbital gap (eV) = 9.38
- SMILES = CNC(C)=O.CNC(C)=O

<ii>
A cluster of 2 separate species, C6H14N2O2 in total, computed with ωB97M-V/def2-TZVPD.

Atoms and positions in Å:
C1 -1.354 -0.201 -1.979
N1 -0.366 0.882 -2.118
C2 -0.124 2.031 -1.341
C3 1.196 2.663 -1.592
O1 -1.129 2.618 -0.874
H1 -2.261 0.015 -1.232
H2 -1.891 -0.386 -2.841
H3 -0.878 -1.119 -1.642
H4 0.395 0.445 -2.478
H5 1.521 3.410 -0.777
H6 2.075 1.963 -1.583
H7 1.007 3.203 -2.582
C4 1.582 -1.649 0.454
N2 0.543 -0.947 1.260
C5 -0.008 -1.507 2.376
C6 -1.324 -0.954 2.899
O2 0.786 -2.268 3.031
H8 1.021 -2.368 -0.120
H9 2.080 -0.894 -0.048
H10 2.126 -2.244 1.157
H11 0.172 -0.161 0.643
H12 -2.131 -1.606 3.312
H13 -1.117 -0.551 3.890
H14 -1.920 -0.375 2.183

Values from the calculation:
- LUMO level (eV) = 0.4
- frontier orbital gap (eV) = 9.89
- SMILES = CNC(C)=O.CNC(C)=O

So which one is most stable? That would be <i>, about 2.110 eV below the next structure.